Entry 1:
This record from the OMol25 dataset describes a single C4H9NOP2S molecule. The level of theory is the ωB97M-V functional and the def2-TZVPD basis.

Each line ends with the Löwdin charge.
Cartesian coordinates (Å):
C 0.0702 0.9583 1.5957  -0.11
C 1.9594 0.8013 -0.1175  -0.03
C 0.1943 -1.3414 -1.3324  -0.08
C 0.6122 0.3707 0.3154  -0.42
N -0.1265 -0.5411 -0.1948  -0.21
O -2.0966 -2.5640 -0.1110  -0.52
P -1.7777 -1.3469 0.6159  0.59
P -2.6066 2.1477 -0.4783  0.15
S -3.1112 0.2136 -0.5318  -0.05
H -1.0750 1.2420 1.2491  -0.01
H 0.0406 0.0659 2.2919  0.08
H 0.3872 1.9443 2.0042  0.09
H 2.1253 1.3055 -1.1394  0.12
H 2.5529 -0.1708 0.0302  0.12
H 2.2884 1.6673 0.5639  0.10
H 1.1048 -1.2224 -1.7334  0.06
H 0.0085 -2.2975 -0.9854  0.05
H -0.5501 -1.2325 -2.0424  0.08

Properties
Net charge   0
HOMO-LUMO gap (alpha / beta)   6.08 / 6.09 eV

Entry 2:
This record from the OMol25 dataset describes a gas-phase ion, C4H9NOS (charge -1). The level of theory is the ωB97M-V functional and the def2-TZVPD basis.

Each line ends with the Löwdin spin population.
Cartesian coordinates (Å):
C 0.2900 1.7557 -0.5573  0.00
N 0.6005 0.9396 0.6348  0.01
C 0.2972 -0.4578 0.4323  0.10
C -1.0774 -0.9256 0.9127  0.00
S -1.2406 -0.4038 2.6958  0.08
C 0.6247 -1.0312 -1.0266  0.09
O -0.4203 -0.8963 -1.8517  0.68
H 1.0102 1.5845 -1.3517  0.00
H 0.4481 2.8013 -0.2780  0.00
H -0.6987 1.5660 -0.9988  0.00
H -0.0217 1.2831 1.3652  0.00
H 0.9592 -1.1548 0.9921  0.01
H -1.1754 -1.9997 1.0221  0.00
H -1.8346 -0.4142 0.3198  0.00
H 0.7411 -2.1543 -0.8860  0.01
H 1.4976 -0.4924 -1.4247  0.01

Properties
2S+1   2
Net charge   -1
HOMO-LUMO gap (alpha / beta)   6.71 / 4.65 eV

Entry 3:
This record from the OMol25 dataset describes a single C4H9NOS molecule. The level of theory is the ωB97M-V functional and the def2-TZVPD basis.

Each line ends with the Löwdin charge.
Cartesian coordinates (Å):
C 1.8991 -1.3920 -0.7741  -0.02
C 0.7488 -1.5313 -0.0454  -0.26
C 0.0864 -0.4753 0.7080  -0.44
C 0.6399 1.0079 0.9160  -0.12
S -1.6885 -0.3861 0.3536  0.86
N -1.9913 0.6362 -1.0471  -0.13
O -2.5732 -1.5388 0.4348  -0.40
H 2.1614 -2.1646 -1.5170  0.05
H 2.3558 -0.4899 -0.9704  0.00
H 0.1814 -2.4858 -0.0328  0.10
H 1.4430 1.3502 0.1140  0.10
H 1.1953 0.9292 1.8883  0.08
H -0.2567 1.5682 0.9840  0.01
H -2.2153 0.6602 1.1285  0.08
H -1.2009 0.3659 -1.7110  0.09
H -2.8241 0.4038 -1.4504  -0.01

Properties
SMILES   C=CC(C)=[S@@H](N)=O
Net charge   0
HOMO-LUMO gap   7.70 eV

Values for E_tot, a.u., ordered as above
-1368.61470, -685.92160, -685.80537
Values for largest force on an atom, eV/A, ordered as above
3.70, 2.52, 4.86